(1)
Computed, not measured: a structure of composition C8H15NO3P, with the ωB97M-V functional and the def2-TZVPD basis.

ORCA input file:
```
! wB97M-V def2-TZVPD RIJCOSX def2/J DEFGRID3
* xyz 1 1
C 1.842 -1.220 0.441
C 0.895 -0.563 1.513
C -0.497 -1.244 1.377
C -3.293 -0.164 0.120
C -2.348 1.109 -0.069
C 1.766 -0.614 -0.923
C -1.111 -0.884 0.034
C 2.754 1.640 -0.652
N 1.484 0.789 -0.951
O 2.518 -2.184 0.663
O -2.389 -1.273 -0.257
O -1.060 0.526 -0.220
P -0.309 -1.588 -1.520
H 1.124 -0.850 2.578
H 0.682 0.429 1.374
H -0.457 -2.283 1.329
H -1.065 -0.900 2.292
H -3.593 -0.416 1.088
H -4.261 -0.074 -0.375
H -2.733 1.622 -1.000
H -2.518 1.784 0.783
H 2.474 -0.865 -1.587
H 3.308 1.113 0.152
H 3.258 1.876 -1.471
H 2.504 2.567 -0.304
H 1.165 1.258 -1.748
H 0.684 0.792 -0.302
H -0.822 -0.382 -2.366
*
```

Results
HOMO-LUMO gap   0.344 Ha
Energy above the lowest of the compared OMol25 structures with the same formula, charge and spin   98.2 kJ/mol
LUMO energy   -3.88 eV
HOMO energy   -13.23 eV

(2)
Computed, not measured: a cluster of 2 separate species, C3H9NO3 in total, with the ωB97M-V functional and the def2-TZVPD basis.

ORCA input file:
```
! wB97M-V def2-TZVPD RIJCOSX def2/J DEFGRID3
* xyz 0 1
C 0.524 1.588 1.376
N 1.444 0.887 0.881
O 1.180 0.348 -0.369
C 2.282 -0.398 -0.837
H 0.713 2.006 2.350
H -0.425 1.782 0.886
H 1.980 -0.784 -1.809
H 2.514 -1.226 -0.161
H 3.166 0.235 -0.947
C -1.697 -1.250 0.237
O -2.692 -0.494 -0.402
O -2.186 0.790 -0.741
H -2.211 -2.164 0.534
H -0.866 -1.476 -0.439
H -1.315 -0.730 1.123
H -2.413 0.887 -1.680
*
```

Results
HOMO-LUMO gap   0.391 Ha
Energy above the lowest of the compared OMol25 structures with the same formula, charge and spin   630.0 kJ/mol
LUMO energy   0.96 eV
HOMO energy   -9.68 eV
SMILES string   C=NOC.COO